Record 1
C4H3F3N3 as an isolated structure in a non-equilibrium geometry. Source: the Open Molecules 2025 dataset; level of theory: wB97M-V/def2-TZVPD.

Last column: Mulliken charge in e.
Positions of all 13 atoms, in Å:
C 0.8183 1.1155 0.3764  0.543
C -0.2975 0.4158 -0.9520  0.143
C 0.8358 -0.4565 2.3426  -0.717
C -1.0688 0.0326 -2.2287  0.891
N 0.3374 1.6016 -0.6818  -0.329
N -0.0565 -0.5490 -0.0682  -0.286
N 0.7816 -0.0371 0.9609  0.339
F -2.0176 0.8725 -2.4722  -0.196
F -0.2565 -0.0777 -3.2693  -0.201
F -1.6257 -1.1955 -2.0165  -0.229
H 0.2967 0.1961 2.9676  0.373
H 1.8586 -0.5207 2.7112  0.304
H 0.3943 -1.3976 2.3299  0.366

Output
Frontier orbital gap = 8.599 eV
Largest force on an atom = 2.6 eV/A
Total charge = +1
Energy relative to the best compared isomer or geometry (same formula, charge and spin) = 2.605 eV
Highest occupied orbital energy = -17.379 eV
Lowest unoccupied orbital energy = -8.780 eV

Record 2
A 2-piece molecular cluster, C4H3F4N3 overall in a non-equilibrium geometry. Source: the Open Molecules 2025 dataset; level of theory: wB97M-V/def2-TZVPD.

Last column: Mulliken charge in e.
Positions of all 14 atoms, in Å:
C 1.1511 -0.6331 -1.2599  0.012
C 2.8526 -0.7582 0.0437  -0.012
C -1.5291 -0.0375 -0.1175  0.179
C -1.9311 0.9356 1.0306  0.761
N 2.4812 -0.7374 -1.2720  -0.565
N 0.7483 -0.3219 -0.0812  0.171
N 1.8788 -0.3088 0.8242  -0.630
F -1.6682 0.5200 -1.3496  -0.185
F -1.8944 0.2841 2.1924  -0.217
F -3.2263 1.4243 0.8368  -0.238
F -1.1708 2.0335 1.1146  -0.218
H 0.5169 -0.5956 -2.1990  0.311
H 3.9501 -0.8223 0.2742  0.324
H -2.1592 -0.9826 -0.0372  0.305

Output
Frontier orbital gap (alpha / beta) = 6.863 / 6.865 eV
Largest force on an atom = 3.5 eV/A
Total charge = 0
Energy relative to the best compared isomer or geometry (same formula, charge and spin) = 2.215 eV
Highest occupied orbital energy (alpha / beta) = -9.661 / -9.662 eV
Lowest unoccupied orbital energy (alpha / beta) = -2.799 / -2.797 eV

Record 3
C4H3FN2 in the gas phase in a non-equilibrium geometry. Source: the Open Molecules 2025 dataset; level of theory: wB97M-V/def2-TZVPD.

Last column: Mulliken charge in e.
Positions of all 10 atoms, in Å:
H -1.7059 2.3947 0.1223  0.282
N -0.6624 2.1495 0.0343  -0.541
C -0.1722 0.9829 -0.0387  0.307
N 1.3111 0.7809 -0.1340  -0.555
C 1.4352 -0.4544 -0.0965  0.031
C 0.2234 -1.2962 0.0734  -0.285
C -0.7901 -0.4125 -0.1186  0.376
F -2.1565 -0.6803 -0.1341  -0.261
H 2.3482 -1.0349 -0.1908  0.372
H 0.1690 -2.4297 0.4827  0.275

Output
Frontier orbital gap = 9.367 eV
Largest force on an atom = 3.5 eV/A
Total charge = 0
Energy relative to the best compared isomer or geometry (same formula, charge and spin) = 2.588 eV
Highest occupied orbital energy = -10.156 eV
Lowest unoccupied orbital energy = -0.789 eV

Record 4
C4H3FO in the gas phase in a non-equilibrium geometry. Source: the Open Molecules 2025 dataset; level of theory: wB97M-V/def2-TZVPD.

Last column: Mulliken charge in e.
Positions of all 9 atoms, in Å:
C -1.4131 -1.5859 1.0311  -0.509
C 0.4492 -0.3564 0.2000  0.454
C -1.2040 -0.7158 0.1247  0.572
C 0.7315 0.6746 0.9676  -0.731
O -1.5997 -0.0327 -0.7826  -0.541
F 1.0620 -0.8536 -0.7933  -0.191
H -1.2224 -2.6186 1.2743  0.296
H 1.6909 1.1054 0.9877  0.315
H -0.0705 0.8719 1.5439  0.332

Output
Frontier orbital gap (alpha / beta) = 7.815 / 7.814 eV
Largest force on an atom = 3.6 eV/A
Total charge = 0
Energy relative to the best compared isomer or geometry (same formula, charge and spin) = 4.892 eV
Highest occupied orbital energy (alpha / beta) = -9.262 / -9.261 eV
Lowest unoccupied orbital energy (alpha / beta) = -1.446 / -1.447 eV

Record 5
A 2-piece molecular cluster, C4H3FO overall in a non-equilibrium geometry. Source: the Open Molecules 2025 dataset; level of theory: wB97M-V/def2-TZVPD.

Last column: Mulliken charge in e.
Positions of all 9 atoms, in Å:
C 0.8238 0.5238 1.3608  -0.859
C 0.3819 0.2470 -0.8397  0.204
C -0.1852 -0.1607 1.6745  0.934
C -0.6840 -0.3688 -1.2388  -0.607
O -1.1938 -0.7462 1.8079  -0.381
F 1.3825 0.8287 -1.4442  -0.210
H 1.7712 0.9543 1.4958  0.375
H -0.9112 -0.5057 -2.2875  0.296
H -1.3850 -0.7723 -0.5288  0.247

Output
Frontier orbital gap (alpha / beta) = 7.972 / 7.076 eV
Largest force on an atom = 1.5 eV/A
Total charge = 0
Energy relative to the best compared isomer or geometry (same formula, charge and spin) = 0.000 eV
Highest occupied orbital energy (alpha / beta) = -7.085 / -9.763 eV
2S+1 = 3
Expectation value of S² = 2.02
Lowest unoccupied orbital energy (alpha / beta) = 0.888 / -2.687 eV

Record 6
C4H3FO2S as an isolated structure in a non-equilibrium geometry. Source: the Open Molecules 2025 dataset; level of theory: wB97M-V/def2-TZVPD.

Last column: Mulliken charge in e.
Positions of all 11 atoms, in Å:
C -1.0665 -0.1855 -0.1365  0.119
C -0.3298 0.8681 -0.1261  -0.222
C 0.8632 0.4792 -0.0913  0.705
C 0.9315 -0.8064 -0.1909  -0.030
H -2.9612 -1.4960 0.6834  0.166
H -0.7229 1.9041 0.0356  0.362
H 2.6645 1.0081 -0.0716  0.260
O 1.9034 1.4091 0.0487  -0.515
O -0.3401 -1.2772 -0.1331  -0.302
F 1.9381 -1.7775 0.0239  -0.264
S -2.8803 -0.1259 -0.0423  -0.278

Output
Frontier orbital gap = 8.922 eV
Largest force on an atom = 12.0 eV/A
Total charge = 0
Energy relative to the best compared isomer or geometry (same formula, charge and spin) = 2.942 eV
Highest occupied orbital energy = -8.517 eV
Lowest unoccupied orbital energy = 0.406 eV

Record 7
C4H3FeO4 as an isolated structure in a non-equilibrium geometry. Source: the Open Molecules 2025 dataset; level of theory: wB97M-V/def2-TZVPD.

Last column: Mulliken charge in e.
Positions of all 12 atoms, in Å:
C 1.5010 -1.7110 0.6978  0.760
C 0.9901 1.1149 -0.4481  -0.121
O 1.8036 -1.1421 1.6940  -0.004
O 1.3813 -1.3107 -0.5399  -0.089
C 0.6226 -0.1650 -0.8681  -0.170
H 0.8517 1.9386 -1.1496  0.318
H 1.7232 1.2599 0.3460  0.314
H 0.2103 -0.3133 -1.8686  0.490
O -2.4467 -0.4139 0.4115  -0.652
Fe -4.1199 -0.8974 1.0672  1.757
C -1.5071 0.2873 0.2149  0.680
O -1.0101 1.3528 0.4428  -0.285

Output
Frontier orbital gap (alpha / beta) = 4.642 / 9.588 eV
Largest force on an atom = 7.9 eV/A
Total charge = +3
Energy relative to the best compared isomer or geometry (same formula, charge and spin) = 0.667 eV
Highest occupied orbital energy (alpha / beta) = -20.714 / -25.713 eV
2S+1 = 7
Expectation value of S² = 12.01
Lowest unoccupied orbital energy (alpha / beta) = -16.072 / -16.125 eV

Record 8
C4H3I in the gas phase in a non-equilibrium geometry. Source: the Open Molecules 2025 dataset; level of theory: wB97M-V/def2-TZVPD.

Last column: Mulliken charge in e.
Positions of all 8 atoms, in Å:
C -1.4357 1.1072 0.0497  -0.352
C -0.6244 0.8371 -0.7620  -0.089
C 0.4472 -0.0863 -0.8790  -0.067
C 0.5686 -0.6560 0.3595  -0.590
I 2.2653 -2.1042 0.8758  -0.063
H -2.1363 1.5253 0.7448  0.375
H 1.0100 0.0324 -1.7285  0.454
H -0.0947 -0.6556 1.3397  0.331

Output
Frontier orbital gap = 9.202 eV
Largest force on an atom = 4.8 eV/A
Total charge = 0
Energy relative to the best compared isomer or geometry (same formula, charge and spin) = 1.845 eV
Highest occupied orbital energy = -8.998 eV
Lowest unoccupied orbital energy = 0.203 eV

Record 9
C4H3I in the gas phase in a non-equilibrium geometry. Source: the Open Molecules 2025 dataset; level of theory: wB97M-V/def2-TZVPD.

Last column: Mulliken charge in e.
Positions of all 8 atoms, in Å:
C -0.4601 -0.7024 1.2935  -0.251
C -0.5362 1.1216 -0.4303  -0.673
C -0.2888 -1.1092 -0.0737  -0.446
C 0.2174 0.2887 0.4520  0.387
I 0.4434 2.8693 -1.2158  -0.004
H 0.5236 -1.8555 -0.2974  0.270
H -1.1377 -0.9881 -0.6924  0.370
H 1.2385 0.3756 0.9640  0.346

Output
Frontier orbital gap = 7.373 eV
Largest force on an atom = 2.9 eV/A
Total charge = 0
Energy relative to the best compared isomer or geometry (same formula, charge and spin) = 5.195 eV
Highest occupied orbital energy = -8.594 eV
Lowest unoccupied orbital energy = -1.221 eV

Record 10
C4H3LiO6Yb as an isolated structure in a non-equilibrium geometry. Source: the Open Molecules 2025 dataset; level of theory: wB97M-V/def2-TZVPD.

Last column: Mulliken charge in e.
Positions of all 15 atoms, in Å:
O -0.3942 3.2231 -3.0702  -0.859
C -0.7829 2.1432 -2.5483  1.031
O -1.1938 1.1701 -3.2306  -0.867
O -0.6965 2.0734 -1.2122  -0.281
C -1.1448 0.9236 -0.5053  -0.450
O -0.5416 -0.6846 1.0981  -0.078
C 0.2810 -1.0723 2.0965  0.719
C -0.0878 0.2125 0.1123  -0.181
O 1.4830 -0.7522 2.0979  -0.516
O -0.2046 -1.9700 2.8457  -0.198
Li -0.7977 2.3399 -4.7563  0.875
Yb 1.5822 -3.2573 4.3196  -0.004
H -1.8290 0.3243 -1.1161  0.256
H 0.7469 0.8338 0.4553  0.357
H 0.9558 -0.5735 -0.8107  0.196

Output
Frontier orbital gap (alpha / beta) = 7.075 / 4.313 eV
Largest force on an atom = 4.1 eV/A
Total charge = 0
Energy relative to the best compared isomer or geometry (same formula, charge and spin) = 1.563 eV
Highest occupied orbital energy (alpha / beta) = -7.682 / -7.653 eV
2S+1 = 3
Expectation value of S² = 2.03
Lowest unoccupied orbital energy (alpha / beta) = -0.608 / -3.340 eV

| no. | E_tot (eV) |
| --- | --- |
| 1 | -16806.22164 |
| 2 | -19532.16887 |
| 3 | -9891.63453 |
| 4 | -8955.43431 |
| 5 | -8954.59559 |
| 6 | -21840.48996 |
| 7 | -46729.49394 |
| 8 | -12292.65384 |
| 9 | -12289.30411 |
| 10 | -48211.08616 |